Molecular formula: C29H52Br2FNO17P2
Method: DFT, ωB97M-V/def2-TZVPD

Structure (XYZ):
```
104
Properties=species:S:1:pos:R:3
C 3.864 -4.703 1.737
C 4.566 -4.262 3.036
Br 3.561 -4.808 4.660
C 4.994 -2.708 3.051
Br 4.445 -1.700 4.641
C 4.754 -1.989 1.724
C 3.633 -1.426 1.238
P 2.045 -1.335 2.164
O 0.987 -1.046 1.186
O 1.611 -2.681 2.961
O 2.027 -0.098 3.236
C 3.677 -0.804 -0.171
O 2.813 -0.846 -0.953
C 5.026 -0.131 -0.534
C 4.990 1.103 -1.441
O 4.663 0.936 -2.543
N 5.347 2.445 -1.009
C 4.600 2.799 0.111
O 3.589 2.323 0.413
F 5.154 3.794 0.825
C 6.138 -0.685 -0.078
P 7.809 -0.005 -0.420
O 7.900 0.775 -1.683
C 5.982 -1.951 0.778
O 6.765 -2.836 0.760
H 4.651 -4.758 0.952
H 3.440 -5.719 1.799
H 3.094 -4.022 1.355
H 5.483 -4.868 3.104
H 6.091 -2.757 3.163
H 1.102 -3.214 2.325
H 1.553 -0.448 4.013
H 6.353 2.487 -0.818
H 8.673 -1.133 -0.523
H 8.249 0.695 0.741
C 0.718 2.139 -0.316
O 0.122 3.329 0.182
C 0.589 4.518 -0.426
C -0.543 5.408 -0.921
O -1.339 4.893 -1.980
C -2.137 3.743 -1.739
C -3.264 3.895 -0.726
O -2.784 4.114 0.592
C -3.365 5.219 1.252
H 1.580 1.876 0.291
H -0.019 1.338 -0.240
H 1.009 2.229 -1.368
H 1.272 4.306 -1.256
H 1.149 5.074 0.337
H -0.081 6.314 -1.325
H -1.173 5.747 -0.097
H -1.509 2.883 -1.504
H -2.606 3.511 -2.700
H -3.838 2.962 -0.708
H -3.931 4.703 -1.046
H -3.645 6.021 0.562
H -2.631 5.619 1.954
H -4.244 4.890 1.816
C 3.159 -6.178 -2.525
O 2.680 -7.180 -1.647
C 1.436 -7.750 -2.024
C 1.473 -9.271 -2.050
O 2.315 -9.870 -3.025
C 3.719 -9.683 -2.926
C 4.404 -10.284 -1.706
O 4.009 -9.653 -0.496
C 3.594 -10.541 0.523
H 2.830 -5.193 -2.181
H 4.250 -6.210 -2.505
H 2.838 -6.342 -3.558
H 1.100 -7.378 -2.996
H 0.698 -7.441 -1.273
H 0.462 -9.608 -2.300
H 1.679 -9.682 -1.061
H 3.975 -8.629 -3.043
H 4.139 -10.186 -3.802
H 5.485 -10.134 -1.808
H 4.208 -11.361 -1.674
H 3.127 -11.445 0.122
H 2.858 -10.027 1.143
H 4.449 -10.814 1.151
C -6.258 7.870 1.495
O -6.901 7.120 0.483
C -6.916 5.719 0.707
C -8.310 5.120 0.575
O -9.272 5.527 1.540
C -9.688 6.885 1.563
C -10.440 7.389 0.339
O -9.624 7.425 -0.822
C -10.184 6.795 -1.956
H -5.205 8.020 1.241
H -6.745 8.846 1.550
H -6.342 7.398 2.479
H -6.504 5.461 1.687
H -6.275 5.265 -0.058
H -8.205 4.040 0.713
H -8.703 5.246 -0.434
H -8.851 7.539 1.808
H -10.378 6.960 2.409
H -10.767 8.416 0.534
H -11.330 6.770 0.180
H -10.831 5.954 -1.689
H -9.367 6.412 -2.569
H -10.750 7.523 -2.547
```

- HOMO level (eV) = -8.58
- net charge = 0

Molecular formula: C29H52ClN2O4S
Method: DFT, ωB97M-V/def2-TZVPD

Structure (XYZ):
```
89
Properties=species:S:1:pos:R:3
C -5.272 -0.277 5.852
C -5.811 -0.477 4.533
C -5.400 -1.702 3.548
O -6.321 -2.490 3.216
O -4.054 -1.712 3.124
C -3.629 -2.981 2.569
C -2.161 -3.290 3.231
C -0.977 -3.390 2.151
C -0.702 -4.904 1.618
C -1.549 -5.080 0.258
C -0.698 -4.687 -1.089
C -1.505 -3.579 -1.947
C -0.825 -2.276 -2.502
C 0.734 -1.853 -2.341
C 0.954 -0.662 -1.275
C 1.055 0.799 -2.006
C 2.242 1.614 -1.282
C 2.535 3.065 -1.937
C 3.522 3.843 -0.901
C 4.652 4.734 -1.619
C 4.935 6.010 -0.635
C 6.483 6.149 -0.192
C 6.830 7.741 -0.223
C 8.263 8.101 0.410
C 8.593 7.377 1.813
C 9.158 8.465 2.902
N -1.899 -1.542 -3.196
C -3.110 -2.328 -3.049
N -2.933 -3.577 -2.334
C -3.910 -4.657 -2.013
C -5.369 -4.459 -2.659
C -6.293 -5.661 -2.044
C -7.789 -5.195 -1.703
S -7.900 -4.046 -0.236
O -9.131 -3.167 -0.419
O -6.672 -3.187 -0.090
Cl -8.064 -5.184 1.505
H -5.507 -0.948 6.747
H -4.619 0.646 6.036
H -6.554 0.305 4.117
H -3.573 -2.876 1.425
H -4.275 -3.882 2.839
H -1.918 -2.424 3.965
H -2.271 -4.229 3.895
H -1.074 -2.674 1.263
H -0.002 -3.086 2.702
H 0.408 -5.134 1.468
H -1.131 -5.655 2.379
H -2.400 -4.299 0.307
H -2.001 -6.139 0.166
H 0.351 -4.326 -0.789
H -0.672 -5.645 -1.740
H 1.256 -2.793 -1.911
H 1.232 -1.657 -3.364
H 0.176 -0.665 -0.417
H 1.985 -0.844 -0.776
H 1.355 0.595 -3.102
H 0.045 1.360 -1.992
H 3.241 1.035 -1.318
H 2.005 1.779 -0.171
H 1.592 3.698 -2.089
H 3.048 2.998 -2.972
H 4.016 3.012 -0.264
H 2.843 4.440 -0.189
H 4.243 5.138 -2.614
H 5.626 4.149 -1.834
H 4.327 5.912 0.346
H 4.577 6.952 -1.176
H 7.190 5.549 -0.865
H 6.566 5.739 0.886
H 6.869 8.050 -1.342
H 5.948 8.296 0.250
H 9.146 7.917 -0.319
H 8.269 9.241 0.602
H 9.423 6.592 1.612
H 7.665 6.910 2.316
H 9.460 9.441 2.383
H 10.105 8.004 3.372
H 8.369 8.605 3.726
H -1.824 -0.623 -3.669
H -4.138 -2.015 -3.455
H -3.473 -5.641 -2.428
H -4.074 -4.811 -0.878
H -5.810 -3.424 -2.452
H -5.278 -4.665 -3.796
H -6.248 -6.512 -2.813
H -5.820 -6.072 -1.074
H -8.284 -4.711 -2.628
H -8.374 -6.146 -1.404
```

- relative energy (zero: lowest compared OMol25 entry of this formula, charge and spin) (eV) = 8.862
- structure (SMILES) = C=CC(=O)OCCCCCCc1c(CCCCCCCCCCCCC)[nH]c[n+]1CCCCS(=O)(=O)Cl
- HOMO level (eV) = -9.85
- net charge = +1

Molecular formula: C29H52CoN4OPS3Si2
Method: DFT, ωB97M-V/def2-TZVPD

Structure (XYZ):
```
93
Properties=species:S:1:pos:R:3
Co -0.077 -0.796 -1.685
C 1.769 -5.186 -0.051
C 2.005 -3.716 0.240
S 0.665 -2.525 -0.164
C -0.777 -3.215 0.712
C -1.581 -4.277 -0.030
S -1.870 -3.880 -1.789
C -0.900 -5.091 -2.814
C -0.011 -6.134 -2.172
S 1.712 -5.619 -1.826
H 0.866 -5.559 0.425
H 2.621 -5.747 0.343
H 2.860 -3.348 -0.327
H 2.203 -3.588 1.306
H -1.401 -2.334 0.869
H -0.424 -3.597 1.673
H -2.578 -4.338 0.412
H -1.129 -5.263 0.039
H -0.318 -4.467 -3.490
H -1.666 -5.606 -3.394
H 0.122 -6.940 -2.897
H -0.425 -6.576 -1.269
C -0.495 -1.503 -5.473
Si 0.586 -1.322 -3.873
C 1.907 -2.754 -4.007
C 1.797 0.175 -4.156
C 2.285 0.396 -5.436
C 3.302 1.308 -5.661
C 3.858 1.994 -4.594
C 3.351 1.799 -3.322
C 2.308 0.915 -3.094
Si 1.437 0.980 -1.356
C 0.600 2.726 -1.544
C 2.860 1.044 -0.028
H 0.107 -1.856 -6.305
H -0.930 -0.548 -5.750
H -1.309 -2.206 -5.332
H 1.871 -3.243 -4.974
H 1.784 -3.516 -3.247
H 2.900 -2.333 -3.883
H 1.867 -0.144 -6.272
H 3.660 1.483 -6.664
H 4.668 2.690 -4.753
H 3.768 2.352 -2.494
H 1.323 3.521 -1.397
H -0.198 2.842 -0.822
H 0.169 2.839 -2.534
H 3.245 2.052 0.096
H 3.694 0.408 -0.319
H 2.504 0.701 0.939
N -2.967 -0.502 -0.680
C -1.906 -0.593 -1.127
O -0.556 1.161 0.945
P -1.032 1.797 2.189
N -2.534 2.589 2.123
C -2.459 3.859 1.400
C -3.920 4.221 1.192
C -4.507 2.875 0.782
C -3.742 1.883 1.668
N 0.044 2.926 2.754
C 0.909 3.683 1.861
C 1.734 4.593 2.786
C 1.377 4.131 4.201
C -0.046 3.610 4.024
N -1.154 0.769 3.534
C -2.228 -0.216 3.577
C -1.761 -1.168 4.671
C -0.273 -1.310 4.361
C 0.105 0.048 3.751
H -1.959 3.742 0.427
H -1.915 4.597 1.992
H -4.057 5.002 0.447
H -4.353 4.548 2.140
H -4.306 2.674 -0.270
H -5.583 2.826 0.945
H -3.505 0.966 1.120
H -4.341 1.630 2.548
H 0.343 4.288 1.146
H 1.526 2.989 1.294
H 1.445 5.635 2.654
H 2.802 4.523 2.591
H 1.445 4.939 4.928
H 2.027 3.313 4.511
H -0.751 4.453 4.001
H -0.364 2.917 4.802
H -2.330 -0.756 2.625
H -3.174 0.267 3.816
H -2.290 -2.119 4.657
H -1.899 -0.701 5.646
H -0.116 -2.105 3.632
H 0.314 -1.537 5.248
H 0.646 -0.087 2.807
H 0.731 0.639 4.425
```

- relative energy (zero: lowest compared OMol25 entry of this formula, charge and spin) (eV) = 4.196
- HOMO level (alpha / beta) (eV) = -8.43 / -8.41
- net charge = 0